{
  "formula": "C19H61N17O10",
  "method": "wB97M-V/def2-TZVPD",
  "elements": ["C", "O", "C", "C", "C", "N", "H", "H", "H", "H", "H", "H", "H", "H", "H", "H", "H", "C", "O", "C", "C", "C", "N", "H", "H", "H", "H", "H", "H", "H", "H", "H", "H", "H", "C", "O", "C", "C", "C", "N", "H", "H", "H", "H", "H", "H", "H", "H", "H", "H", "H", "N", "C", "N", "O", "H", "H", "H", "H", "N", "C", "N", "O", "H", "H", "H", "H", "N", "C", "N", "O", "H", "H", "H", "H", "N", "C", "N", "O", "H", "H", "H", "H", "N", "C", "N", "O", "H", "H", "H", "H", "N", "C", "N", "O", "H", "H", "H", "H", "N", "C", "N", "O", "H", "H", "H", "H"],
  "coordinates": [[-5.635, 1.352, 0.746], [-4.875, 2.131, -0.249], [-3.512, 1.944, -0.279], [-2.853, 2.766, -1.376], [-2.859, 4.238, -0.931], [-3.494, 2.358, -2.649], [-5.094, 1.306, 1.713], [-5.742, 0.292, 0.463], [-6.661, 1.714, 0.864], [-3.135, 2.273, 0.669], [-3.223, 0.918, -0.483], [-1.781, 2.406, -1.452], [-2.100, 4.358, -0.122], [-3.857, 4.616, -0.700], [-2.549, 4.810, -1.769], [-4.538, 2.516, -2.535], [-3.160, 2.893, -3.554], [1.748, 2.370, -4.953], [2.449, 2.250, -3.781], [1.871, 2.966, -2.707], [2.915, 3.112, -1.594], [3.428, 1.669, -1.254], [2.420, 3.757, -0.436], [1.827, 3.386, -5.362], [0.714, 2.205, -4.786], [2.120, 1.674, -5.677], [1.611, 3.946, -3.068], [0.970, 2.569, -2.206], [3.826, 3.680, -1.922], [2.606, 1.065, -0.887], [4.382, 1.591, -0.684], [3.680, 1.239, -2.234], [1.694, 3.311, 0.099], [2.199, 4.700, -0.680], [-3.322, -0.313, 4.183], [-2.015, -0.317, 3.546], [-1.931, -1.121, 2.376], [-2.160, -2.708, 2.483], [-1.412, -3.191, 3.678], [-1.782, -3.471, 1.257], [-4.196, -0.178, 3.559], [-3.269, 0.495, 4.966], [-3.524, -1.267, 4.682], [-2.628, -0.784, 1.587], [-0.928, -1.073, 1.939], [-3.243, -2.848, 2.673], [-1.652, -4.177, 4.025], [-1.558, -2.526, 4.554], [-0.310, -3.086, 3.528], [-2.273, -3.039, 0.428], [-0.785, -3.563, 1.050], [-0.538, 2.053, 3.800], [0.002, 3.313, 3.900], [0.367, 3.850, 2.613], [0.008, 3.902, 4.993], [-0.647, 1.560, 4.638], [-0.502, 1.652, 2.869], [-0.114, 3.453, 1.814], [0.386, 4.817, 2.617], [-1.968, -1.425, -3.899], [-2.920, -1.851, -2.957], [-4.081, -1.095, -2.935], [-2.737, -2.794, -2.204], [-1.188, -2.024, -4.050], [-2.296, -0.985, -4.702], [-4.807, -1.455, -2.321], [-3.876, -0.079, -2.902], [2.751, 1.278, 4.681], [3.145, 0.840, 3.419], [3.262, 1.791, 2.413], [3.255, -0.368, 3.208], [2.871, 2.207, 5.006], [2.668, 0.594, 5.501], [3.589, 1.422, 1.508], [2.472, 2.441, 2.218], [-0.012, -4.257, -1.364], [0.620, -5.181, -0.570], [-0.180, -6.121, 0.016], [1.833, -5.216, -0.402], [0.443, -3.597, -2.022], [-1.037, -4.363, -1.541], [0.239, -6.721, 0.694], [-1.175, -5.916, -0.048], [3.436, -2.788, 0.683], [4.606, -2.356, 0.256], [5.155, -1.448, 1.054], [5.193, -2.725, -0.769], [3.039, -3.532, 0.163], [3.300, -2.723, 1.674], [4.701, -1.230, 1.898], [5.946, -0.913, 0.733], [2.955, -3.610, -2.807], [2.407, -2.413, -3.111], [3.270, -1.337, -3.152], [1.200, -2.232, -3.374], [2.456, -4.472, -2.725], [3.972, -3.578, -2.508], [3.976, -1.292, -2.430], [2.706, -0.489, -3.225], [1.066, -0.373, 0.548], [0.186, 0.344, -0.196], [-0.119, 0.027, -1.461], [-0.239, 1.424, 0.268], [1.642, -1.164, 0.276], [1.440, 0.097, 1.327], [-0.896, 0.533, -1.902], [0.364, -0.692, -1.949]],
  "mulliken_charge": [-0.6047, -0.4463, -0.4401, 2.3175, -1.6320, -0.5626, 0.1561, 0.2417, 0.3071, 0.4953, 0.0658, -1.4070, 0.2626, 0.3071, 0.4523, 0.2950, 0.2552, -0.9813, -0.2841, -0.0466, 0.0122, -0.9615, -0.5350, 0.3494, 0.3740, 0.2985, 0.5661, -0.1816, 0.4851, -0.0406, 0.2498, 0.5802, 0.0463, 0.2681, -0.9267, -0.1350, 0.4669, 0.1655, -1.4171, -0.3250, 0.2755, 0.2580, 0.3616, 0.1768, -0.5313, 0.3367, 0.4192, 0.3040, 0.2399, 0.1416, 0.2053, -0.0390, 0.3723, -0.2112, -0.7018, 0.1676, -0.0454, -0.0404, 0.2506, -0.2954, 0.4651, -0.4803, -0.6083, 0.1606, 0.2285, 0.2839, 0.1948, -0.3503, 0.3236, -0.3824, -0.6750, 0.2249, 0.2435, 0.3286, 0.1870, 0.0323, 0.3916, -0.3852, -0.7361, -0.0049, 0.1784, 0.2369, 0.2151, -0.1664, 0.5541, -0.3064, -0.7426, 0.2119, 0.1525, 0.1477, 0.2355, -0.3024, 0.3738, -0.4259, -0.6841, 0.2244, 0.2186, 0.3436, 0.1801, 0.7209, -0.1575, 0.6089, -0.3205, -0.3207, -0.2575, 0.1409, -0.2368],
  "relative_energy_ev": 1.518,
  "energy_ev": -66505.2690,
  "smiles": "COC[C@H](C)N.COC[C@H](C)N.COC[C@H](C)N.NC(N)=O.NC(N)=O.NC(N)=O.NC(N)=O.NC(N)=O.NC(N)=O.NC(N)=O",
  "e_lumo_ev": 0.416,
  "multiplicity": 1
}